1.
A single C2H4N4 molecule. Source: OMol25; level of theory: ωB97M-V/def2-TZVPD.

Each line ends with the Löwdin charge.
Cartesian coordinates (Å):
H -2.175 -1.831 -0.388  0.05
N -1.684 -0.954 -0.180  0.03
N -0.463 -1.205 -0.256  -0.03
C 0.385 -0.091 -0.027  -0.41
N 1.786 -0.267 0.071  0.05
C -0.175 1.111 0.083  -0.11
N -0.765 2.173 0.021  0.18
H 2.217 -0.368 -0.842  0.08
H 2.008 -1.092 0.616  0.07
H -1.134 2.526 0.903  0.08

Computed properties:
- HOMO level: -8.80 eV
- SMILES: [H]/N=N/C(N)=C=N
- Charge: 0
- Energy above the lowest of the compared OMol25 structures with the same formula, charge and spin: 284.5 kJ/mol


2.
A single C2H4N4 molecule in a non-equilibrium geometry. Source: OMol25; level of theory: ωB97M-V/def2-TZVPD.

Each line ends with the Löwdin charge.
Cartesian coordinates (Å):
C -0.330 -1.353 -0.557  -0.30
C 0.568 0.876 -0.816  -0.19
N -0.032 -0.143 -0.720  0.07
N -0.426 -1.960 0.647  -0.10
N -0.209 -1.134 1.566  -0.02
N 0.518 2.118 -0.496  0.10
H -0.543 -2.061 -1.421  0.12
H -0.403 -1.587 2.545  0.07
H 1.261 2.801 -0.617  0.11
H -0.404 2.443 -0.132  0.13

Computed properties:
- HOMO level: -7.46 eV
- Charge: 0
- Energy above the lowest of the compared OMol25 structures with the same formula, charge and spin: 409.2 kJ/mol


3.
A single C2H4N4O molecule in a non-equilibrium geometry. Source: OMol25; level of theory: ωB97M-V/def2-TZVPD.

Each line ends with the Löwdin charge.
Cartesian coordinates (Å):
O 1.038 -0.609 -1.715  -0.15
C 1.137 0.310 -0.464  -0.13
C -0.144 0.294 0.288  -0.46
N -0.241 1.048 1.340  0.09
N -1.319 0.512 1.956  -0.06
N -1.733 -0.533 1.444  0.00
N -0.927 -0.735 0.315  0.07
H 0.129 -0.096 -2.042  0.15
H 1.438 1.342 -0.742  0.12
H 1.998 -0.113 0.107  0.13
H -1.375 -1.420 -0.487  0.25

Computed properties:
- HOMO level: -10.80 eV
- SMILES: OCc1nnn[nH]1
- Charge: 0
- Energy above the lowest of the compared OMol25 structures with the same formula, charge and spin: 341.9 kJ/mol


Question: Number 2 is which compound?
Answer: C2H4N4


Question: Which formula does entry 1 have?
Answer: C2H4N4


Question: energy above the lowest of the compared OMol25 structures with the same formula, charge and spin of number 2 (C2H4N4)?
Answer: 409.2 kJ/mol


Question: Look up the charge of the first one.
Answer: 0